No. 1
C22H12F12N4O2Tc as an isolated structure, computed with wB97M-V/def2-TZVPD.

Positions of all 53 atoms, in Å:
Tc -1.710 0.801 -1.706
C 0.240 -5.209 0.653
C 0.147 -3.772 0.527
C 1.143 -2.882 0.902
C 1.022 -1.502 0.738
C -0.197 -0.886 0.400
N -0.290 0.393 -0.035
C 0.567 1.367 0.368
C 1.103 1.277 1.699
C 2.059 2.123 2.174
C 2.593 3.152 1.363
C 3.659 4.024 1.805
C 2.003 3.322 0.078
C 1.016 2.501 -0.406
C 0.456 2.804 -1.805
O -0.585 2.003 -2.069
C 1.547 2.462 -2.894
F 2.690 3.075 -2.675
F 1.741 1.131 -2.765
F 1.113 2.707 -4.102
C -0.040 4.309 -1.892
F 0.967 5.143 -2.042
F -0.664 4.588 -0.747
F -0.891 4.430 -2.884
C -1.382 -1.787 0.397
C -1.109 -3.196 -0.121
C -2.557 -1.441 0.955
O -3.066 0.086 -1.231
C -2.705 -0.222 1.872
F -2.915 0.919 1.200
F -3.626 -0.389 2.777
F -1.528 -0.034 2.515
C -3.831 -2.293 0.780
F -3.851 -2.721 -0.496
F -3.776 -3.381 1.543
F -4.917 -1.615 1.014
H 1.264 -5.582 0.722
H -0.333 -5.774 -0.087
H -0.232 -5.501 1.611
H 2.084 -3.266 1.279
H 1.913 -0.897 0.829
H 0.677 0.535 2.358
H 2.396 2.010 3.196
H 4.177 3.656 2.690
H 3.275 5.030 2.054
H 4.356 4.253 0.987
H 2.378 4.143 -0.519
H -1.950 -3.871 0.089
N -0.936 -0.898 -2.329
C -0.950 -2.057 -2.175
N -0.942 -3.210 -1.624
C -0.859 -4.411 -2.254
N -0.745 -5.444 -2.716

Properties
E_HOMO (spin up / spin down): -18.64 / -18.64 eV
LUMO energy (spin up / spin down): -13.45 / -13.45 eV
gap between HOMO and LUMO (spin up / spin down): 5.2 / 5.2 eV
spin multiplicity: 1
E_tot: -67837.238 eV
net charge: +3

---

No. 2
C22H13Cl56F3NO2S as an isolated structure, computed with wB97M-V/def2-TZVPD.

Positions of all 98 atoms, in Å:
C -1.353 -1.525 -3.836
S -0.804 -3.279 -3.741
O 0.700 -3.254 -3.644
O -1.215 -4.025 -4.973
C -1.404 -4.183 -2.229
C -0.571 -3.528 -1.041
C -1.589 -3.194 0.163
C -1.554 -1.706 0.732
C -0.530 -1.479 1.922
C 0.993 -1.549 1.527
F 1.382 -0.578 0.608
F 1.718 -1.255 2.705
F 1.434 -2.840 1.161
C -2.939 -3.502 -0.645
N -2.833 -4.030 -1.853
H -0.560 -0.969 -4.443
H -2.311 -1.438 -4.444
H -1.422 -1.005 -2.832
H -1.053 -5.265 -2.251
H 0.240 -4.288 -0.827
H -0.051 -2.535 -1.197
H -1.574 -3.942 1.013
H -2.595 -1.503 1.151
H -1.419 -1.016 -0.155
H -0.711 -0.419 2.306
H -0.737 -2.160 2.812
H -4.011 -3.328 -0.321
H -3.613 -4.307 -2.468
C -0.983 -0.340 -8.103
Cl 0.446 0.619 -8.539
Cl -2.009 -0.559 -9.534
Cl -0.468 -1.926 -7.494
Cl -1.902 0.511 -6.841
C -3.957 1.610 0.536
Cl -5.557 1.925 1.231
Cl -3.957 0.013 -0.250
Cl -3.574 2.859 -0.663
Cl -2.736 1.628 1.825
C -0.278 -6.961 1.080
Cl -0.255 -8.020 2.501
Cl -1.963 -6.599 0.636
Cl 0.571 -5.446 1.454
Cl 0.527 -7.772 -0.278
C 3.690 3.681 -8.112
Cl 2.815 5.019 -7.340
Cl 4.944 3.077 -7.010
Cl 2.552 2.368 -8.487
Cl 4.446 4.255 -9.611
C -1.810 0.778 6.038
Cl -2.716 2.092 6.810
Cl -0.580 0.165 7.160
Cl -2.925 -0.536 5.603
Cl -1.018 1.388 4.569
C 5.599 7.860 -5.433
Cl 7.145 8.362 -6.152
Cl 5.246 6.184 -5.902
Cl 5.707 7.972 -3.666
Cl 4.298 8.919 -6.014
C -4.487 -7.045 4.092
Cl -6.096 -6.724 4.765
Cl -4.477 -8.633 3.302
Cl -4.089 -5.788 2.899
Cl -3.283 -7.023 5.395
C -6.612 -5.291 -1.429
Cl -7.490 -3.964 -0.645
Cl -5.362 -5.908 -0.326
Cl -7.741 -6.595 -1.829
Cl -5.847 -4.692 -2.922
C 4.196 -6.305 3.939
Cl 4.109 -6.278 5.713
Cl 3.402 -7.772 3.330
Cl 3.375 -4.873 3.285
Cl 5.896 -6.297 3.430
C 4.535 -7.500 9.953
Cl 5.215 -6.227 10.987
Cl 4.507 -6.942 8.266
Cl 5.537 -8.960 10.075
Cl 2.881 -7.871 10.481
C 5.993 12.964 -6.385
Cl 6.629 11.325 -6.636
Cl 5.132 13.032 -4.833
Cl 7.335 14.125 -6.369
Cl 4.873 13.372 -7.701
C 4.934 10.384 -0.191
Cl 5.660 11.670 0.792
Cl 4.859 10.907 -1.884
Cl 5.928 8.917 -0.069
Cl 3.290 10.034 0.393
C -8.015 -3.421 5.662
Cl -8.096 -4.267 4.102
Cl -6.314 -3.179 6.115
Cl -8.820 -1.845 5.523
Cl -8.826 -4.393 6.904
C 2.870 14.008 3.321
Cl 1.273 14.322 4.029
Cl 2.874 12.409 2.550
Cl 3.233 15.250 2.105
Cl 4.103 14.052 4.598

Properties
E_HOMO: -12.00 eV
LUMO energy: -4.54 eV
gap between HOMO and LUMO: 7.5 eV
spin multiplicity: 1
E_tot: -748839.448 eV
net charge: +1

---

No. 3
C22H13IN4O in the gas phase, computed with wB97M-V/def2-TZVPD.

Positions of all 41 atoms, in Å:
O 0.110 2.433 -2.990
I -3.832 2.293 -7.176
N 2.337 -1.219 2.733
N -0.078 0.817 -1.501
N -0.618 -0.262 -1.042
C -0.602 1.533 -2.589
C 1.317 -1.339 1.888
C -0.059 -0.811 0.124
C 1.211 -0.614 0.637
C 5.399 0.911 2.923
C -4.345 0.892 -2.923
C -1.785 -3.017 3.366
C -2.634 -2.659 2.300
C 5.341 1.632 1.724
C -4.541 1.166 -4.256
C 4.375 -0.015 3.240
C -3.101 0.993 -2.368
C -2.240 1.723 -4.478
C -0.417 -2.682 3.296
C -2.154 -2.015 1.116
C 4.268 1.410 0.841
C -3.504 1.592 -5.030
C 3.339 -0.293 2.379
C -1.988 1.420 -3.139
C 0.015 -1.961 2.163
C -0.820 -1.615 1.095
C 3.281 0.462 1.165
N 2.238 0.240 0.260
H 6.228 1.092 3.587
H -5.167 0.489 -2.336
H -2.149 -3.553 4.209
H -3.687 -2.907 2.313
H 6.117 2.358 1.557
H -5.539 1.079 -4.627
H 4.398 -0.530 4.199
H -2.942 0.716 -1.341
H -1.455 2.097 -5.118
H 0.274 -2.931 4.087
H -2.786 -1.819 0.276
H 4.161 1.969 -0.085
H 2.040 0.924 -0.477

Properties
E_HOMO: -7.93 eV
SMILES string: O=C(/N=N/c1c2[nH]c3ccccc3nc-2c2ccccc12)c1cccc(I)c1
LUMO energy: -1.58 eV
gap between HOMO and LUMO: 6.3 eV
spin multiplicity: 1
E_tot: -39131.741 eV

---

Repeat the third record exactly.
C22H13IN4O in the gas phase, computed with wB97M-V/def2-TZVPD.

Positions of all 41 atoms, in Å:
O 0.110 2.433 -2.990
I -3.832 2.293 -7.176
N 2.337 -1.219 2.733
N -0.078 0.817 -1.501
N -0.618 -0.262 -1.042
C -0.602 1.533 -2.589
C 1.317 -1.339 1.888
C -0.059 -0.811 0.124
C 1.211 -0.614 0.637
C 5.399 0.911 2.923
C -4.345 0.892 -2.923
C -1.785 -3.017 3.366
C -2.634 -2.659 2.300
C 5.341 1.632 1.724
C -4.541 1.166 -4.256
C 4.375 -0.015 3.240
C -3.101 0.993 -2.368
C -2.240 1.723 -4.478
C -0.417 -2.682 3.296
C -2.154 -2.015 1.116
C 4.268 1.410 0.841
C -3.504 1.592 -5.030
C 3.339 -0.293 2.379
C -1.988 1.420 -3.139
C 0.015 -1.961 2.163
C -0.820 -1.615 1.095
C 3.281 0.462 1.165
N 2.238 0.240 0.260
H 6.228 1.092 3.587
H -5.167 0.489 -2.336
H -2.149 -3.553 4.209
H -3.687 -2.907 2.313
H 6.117 2.358 1.557
H -5.539 1.079 -4.627
H 4.398 -0.530 4.199
H -2.942 0.716 -1.341
H -1.455 2.097 -5.118
H 0.274 -2.931 4.087
H -2.786 -1.819 0.276
H 4.161 1.969 -0.085
H 2.040 0.924 -0.477

Properties
E_HOMO: -7.93 eV
SMILES string: O=C(/N=N/c1c2[nH]c3ccccc3nc-2c2ccccc12)c1cccc(I)c1
LUMO energy: -1.58 eV
gap between HOMO and LUMO: 6.3 eV
spin multiplicity: 1
E_tot: -39131.741 eV